C5H9NO | the ωB97M-V functional and the def2-TZVPD basis

Each line ends with the natural charge from an NBO analysis.
Positions of all 16 atoms, in Å:
O (-0.642, -0.373, 3.251)  -0.516
C (-0.651, 0.320, 2.273)  0.449
C (0.320, -0.094, 1.098)  -0.527
C (0.281, 0.903, -0.068)  -0.435
C (-0.591, 0.506, -1.300)  -0.243
C (0.601, -1.527, -1.694)  -0.046
N (-0.364, -0.762, -1.881)  -0.398
H (-1.334, 1.155, 2.126)  0.107
H (-0.006, -1.097, 0.861)  0.242
H (1.258, 0.077, 1.619)  0.239
H (1.318, 1.108, -0.385)  0.205
H (-0.094, 1.880, 0.246)  0.208
H (-1.621, 0.518, -0.895)  0.195
H (-0.622, 1.310, -2.028)  0.219
H (1.480, -1.443, -1.012)  0.136
H (0.667, -2.481, -2.210)  0.165

HOMO level = -9.34 eV
E = -8866.6741 eV
E_LUMO = 0.94 eV
HOMO-LUMO gap = 10.28 eV
Relative energy (zero: lowest compared OMol25 entry of this formula, charge and spin) = 244.9 kJ/mol

---

C14H12BrN3O3S3 | the ωB97M-V functional and the def2-TZVPD basis

Each line ends with the natural charge from an NBO analysis.
Positions of all 36 atoms, in Å:
C (-4.413, -2.115, 0.690)  -0.628
C (-3.000, -1.827, 0.290)  -0.015
C (-1.956, -2.226, 1.114)  -0.217
C (-0.659, -1.932, 0.742)  -0.228
C (-0.380, -1.229, -0.449)  0.179
C (-1.428, -0.849, -1.278)  -0.230
C (-2.719, -1.154, -0.901)  -0.208
H (-3.539, -0.857, -1.538)  0.214
H (-1.215, -0.325, -2.196)  0.225
N (0.947, -0.986, -0.674)  -0.529
C (1.687, -1.461, 0.259)  0.305
N (3.051, -1.385, 0.324)  -0.630
C (3.873, -0.381, -0.135)  0.695
O (5.027, -0.338, 0.214)  -0.574
C (3.270, 0.655, -1.078)  -0.370
N (3.230, 1.961, -0.445)  -0.839
S (2.320, 2.045, 0.954)  2.322
O (2.629, 3.289, 1.580)  -0.915
O (2.398, 0.842, 1.733)  -0.946
C (0.666, 2.115, 0.325)  -0.560
C (0.182, 2.576, -0.860)  -0.198
C (-1.226, 2.519, -0.928)  -0.294
C (-1.761, 2.022, 0.222)  -0.307
S (-0.565, 1.604, 1.402)  0.544
Br (-3.570, 1.787, 0.587)  0.137
H (-1.810, 2.830, -1.775)  0.241
H (0.815, 2.938, -1.648)  0.245
H (4.149, 2.337, -0.255)  0.419
H (2.253, 0.380, -1.361)  0.271
H (3.900, 0.724, -1.967)  0.240
H (3.479, -1.941, 1.058)  0.420
S (0.834, -2.296, 1.565)  0.356
H (-2.155, -2.754, 2.033)  0.217
H (-4.575, -3.189, 0.770)  0.222
H (-5.112, -1.707, -0.034)  0.216
H (-4.626, -1.671, 1.661)  0.221

HOMO level = -8.43 eV
E = -127873.9488 eV
E_LUMO = 0.26 eV
HOMO-LUMO gap = 8.68 eV
Relative energy (zero: lowest compared OMol25 entry of this formula, charge and spin) = 20.7 kJ/mol

---

C6H12 | the ωB97M-V functional and the def2-TZVPD basis

Each line ends with the natural charge from an NBO analysis.
Positions of all 18 atoms, in Å:
C (-0.135, -0.477, 2.753)  -0.676
C (0.018, -0.629, 1.186)  -0.119
C (0.232, 0.578, 0.441)  -0.178
C (0.185, 0.585, -1.020)  -0.278
C (0.947, -0.592, -1.645)  -0.611
C (-1.226, 0.660, -1.613)  -0.591
H (0.602, -1.234, 3.180)  0.211
H (-0.950, -0.854, 3.394)  0.225
H (-0.123, 0.594, 3.114)  0.215
H (0.023, -1.510, 0.933)  0.155
H (0.367, 1.430, 0.939)  0.190
H (0.980, 1.442, -1.444)  0.197
H (1.122, -0.437, -2.855)  0.210
H (2.197, -0.544, -1.239)  0.215
H (0.400, -1.645, -1.570)  0.209
H (-1.675, 1.565, -1.136)  0.213
H (-1.159, 0.622, -2.605)  0.204
H (-1.913, -0.179, -1.328)  0.209

HOMO level = -8.71 eV
E = -6412.4209 eV
E_LUMO = 1.10 eV
HOMO-LUMO gap = 9.81 eV
Relative energy (zero: lowest compared OMol25 entry of this formula, charge and spin) = 436.1 kJ/mol

---

C45H44IN4PSeSiZn | the ωB97M-V functional and the def2-TZVPD basis

Each line ends with the natural charge from an NBO analysis.
Positions of all 98 atoms, in Å:
Zn (-0.591, 0.577, 0.201)  1.292
I (0.117, -0.954, 3.096)  0.164
C (1.909, -0.367, 4.099)  -0.126
C (1.757, -0.264, 5.458)  -0.232
C (2.857, -0.046, 6.294)  -0.218
C (4.106, 0.000, 5.751)  -0.164
C (4.292, -0.091, 4.356)  -0.068
C (5.602, -0.059, 3.840)  -0.172
C (5.828, -0.109, 2.495)  -0.201
C (4.738, -0.136, 1.626)  -0.181
C (3.437, -0.172, 2.077)  -0.321
P (2.170, -0.064, 0.737)  0.800
C (2.845, 1.316, -0.243)  -0.378
C (3.539, 2.384, 0.313)  -0.208
C (3.839, 3.491, -0.460)  -0.211
C (3.453, 3.546, -1.788)  -0.211
C (2.738, 2.497, -2.340)  -0.222
C (2.421, 1.396, -1.569)  -0.163
C (2.731, -1.554, -0.168)  -0.243
C (2.329, -2.767, 0.383)  -0.224
C (2.651, -3.960, -0.233)  -0.202
C (3.387, -3.955, -1.405)  -0.212
C (3.806, -2.753, -1.948)  -0.198
C (3.486, -1.554, -1.335)  -0.254
C (3.169, -0.216, 3.471)  -0.019
H (0.776, -0.374, 5.896)  0.224
H (2.702, 0.043, 7.358)  0.219
H (4.981, 0.108, 6.376)  0.212
H (6.423, 0.008, 4.538)  0.213
H (6.831, -0.102, 2.097)  0.218
H (4.912, -0.110, 0.560)  0.227
H (3.848, 2.360, 1.351)  0.220
H (4.366, 4.322, -0.015)  0.213
H (3.694, 4.413, -2.386)  0.213
H (2.408, 2.537, -3.368)  0.215
H (1.832, 0.592, -1.988)  0.229
H (1.741, -2.785, 1.290)  0.225
H (2.301, -4.887, 0.196)  0.217
H (3.631, -4.883, -1.900)  0.210
H (4.377, -2.745, -2.866)  0.209
H (3.818, -0.628, -1.782)  0.221
C (-0.413, -0.423, -1.510)  -0.661
C (-0.372, -0.458, -2.725)  -0.074
C (-0.352, -0.402, -4.143)  -0.170
C (-0.347, 0.854, -4.756)  -0.149
C (-0.358, 0.961, -6.132)  -0.227
C (-0.372, -0.181, -6.917)  -0.219
C (-0.369, -1.429, -6.317)  -0.211
C (-0.359, -1.546, -4.940)  -0.180
H (-0.334, 1.741, -4.136)  0.211
H (-0.361, 1.935, -6.601)  0.212
H (-0.383, -0.096, -7.995)  0.211
H (-0.380, -2.317, -6.935)  0.212
H (-0.353, -2.519, -4.470)  0.219
C (-0.351, 4.030, -0.674)  -1.084
Si (-0.651, 2.851, 0.816)  0.735
C (-2.364, 3.466, 1.452)  -1.085
C (0.624, 3.408, 2.153)  -1.083
H (-0.321, 5.068, -0.350)  0.218
H (-1.151, 3.930, -1.406)  0.220
H (0.587, 3.811, -1.176)  0.229
H (-2.344, 4.526, 1.689)  0.224
H (-2.693, 2.934, 2.341)  0.213
H (-3.119, 3.319, 0.684)  0.220
H (1.104, 4.342, 1.874)  0.226
H (1.414, 2.672, 2.286)  0.216
H (0.151, 3.550, 3.120)  0.225
C (-2.967, -2.871, -1.531)  -0.424
N (-3.425, -3.040, -0.182)  -0.365
C (-4.685, -2.852, 0.314)  -0.071
C (-4.649, -3.122, 1.642)  -0.094
N (-3.364, -3.481, 1.955)  -0.379
C (-2.826, -3.838, 3.234)  -0.408
C (-2.621, -3.441, 0.825)  0.226
Se (-0.893, -3.924, 0.689)  -0.296
H (-3.804, -2.606, -2.171)  0.207
H (-2.510, -3.804, -1.863)  0.228
H (-2.205, -2.086, -1.579)  0.264
H (-5.502, -2.556, -0.312)  0.231
H (-5.430, -3.127, 2.376)  0.222
H (-3.629, -3.935, 3.960)  0.206
H (-2.108, -3.084, 3.567)  0.218
H (-2.287, -4.782, 3.140)  0.241
N (-4.866, 0.326, 1.381)  -0.530
C (-3.578, -0.068, 1.552)  0.243
N (-2.842, 0.111, 0.498)  -0.568
C (-3.669, 0.675, -0.448)  0.146
C (-3.404, 1.112, -1.741)  -0.223
C (-4.439, 1.696, -2.440)  -0.211
C (-5.718, 1.817, -1.894)  -0.209
C (-6.009, 1.367, -0.623)  -0.235
C (-4.963, 0.813, 0.099)  0.085
H (-5.604, 0.288, 2.064)  0.424
H (-3.212, -0.484, 2.472)  0.210
H (-2.418, 1.000, -2.161)  0.251
H (-4.261, 2.071, -3.435)  0.218
H (-6.500, 2.281, -2.475)  0.216
H (-7.000, 1.461, -0.202)  0.215

HOMO level = -7.09 eV
E = -192370.9480 eV
E_LUMO = 0.15 eV
HOMO-LUMO gap = 7.24 eV
Relative energy (zero: lowest compared OMol25 entry of this formula, charge and spin) = 35.0 kJ/mol